# 1
Entry from the OMol25 dataset: a cluster of 8 separate species, C21H60F3N5O11S in total in a non-equilibrium geometry (ωB97M-V/def2-TZVPD).

ORCA input file:
```
! RIJCOSX wB97M-V def2-TZVPD def2/J DEFGRID3
* xyz 0 1
N -0.074 -4.323 2.973
H -0.410 -3.852 2.145
H -0.815 -4.218 3.650
H 0.730 -3.974 3.474
H 0.055 -5.316 2.839
C -0.850 -0.017 0.892
F -1.858 0.029 0.068
F -0.073 0.985 0.726
F -1.200 0.048 2.158
S 0.049 -1.751 0.682
O 1.157 -1.750 1.631
O -0.856 -2.819 1.117
O 0.480 -1.829 -0.727
C -1.171 -2.576 -3.524
C -0.559 -2.208 -5.002
O -1.225 -1.242 -5.781
O -0.329 -3.428 -2.755
H -2.004 -3.248 -3.725
H -1.625 -1.684 -3.092
H -0.419 -3.173 -5.488
H 0.495 -1.959 -4.876
H -0.971 -1.365 -6.699
H -0.173 -3.049 -1.887
C 2.901 -0.020 -2.150
C 3.231 1.042 -3.271
O 2.032 1.345 -3.854
O 2.262 -1.300 -2.531
H 2.313 0.505 -1.397
H 3.874 -0.036 -1.661
H 3.988 0.691 -3.972
H 3.541 2.007 -2.869
H 1.576 0.508 -3.738
H 1.487 -1.449 -1.984
C 6.986 1.060 -1.075
C 6.183 2.237 -0.799
C 5.445 2.147 0.546
O 4.361 1.303 0.370
C 3.632 0.953 1.569
N 6.987 3.435 -0.782
H 7.922 1.012 -0.519
H 7.160 1.157 -2.147
H 6.365 0.172 -0.954
H 5.317 2.339 -1.453
H 4.978 3.113 0.740
H 6.075 1.991 1.422
H 3.104 1.800 2.008
H 4.377 0.508 2.229
H 2.968 0.237 1.085
H 6.380 4.167 -1.124
H 7.684 3.371 -1.510
C -5.788 -0.882 0.211
C -5.873 -0.435 1.698
C -5.480 -1.569 2.627
O -5.083 -1.123 3.921
C -6.108 -0.991 4.826
N -4.947 0.686 1.823
H -6.339 -1.772 -0.093
H -4.716 -0.917 0.018
H -6.177 -0.089 -0.428
H -6.902 -0.185 1.957
H -4.626 -2.139 2.262
H -6.350 -2.218 2.525
H -6.790 -0.203 4.507
H -5.686 -0.799 5.813
H -6.716 -1.879 4.998
H -4.255 0.553 1.099
H -4.508 0.596 2.728
C -1.345 1.780 -2.800
C -1.830 2.861 -3.737
C -1.290 3.023 -5.178
O -1.966 4.240 -5.698
C -1.288 4.579 -6.922
N -3.311 2.584 -3.779
H -0.343 1.981 -2.420
H -1.305 0.862 -3.386
H -2.080 1.661 -2.004
H -1.747 3.814 -3.214
H -1.577 2.147 -5.759
H -0.216 2.964 -5.355
H -1.611 5.498 -7.410
H -1.589 3.888 -7.708
H -0.198 4.588 -6.904
H -3.855 2.682 -2.935
H -3.765 3.184 -4.453
C -0.113 0.799 5.235
C 0.857 -0.444 5.233
C 0.140 -1.703 4.964
O 0.856 -2.977 4.885
C 1.686 -3.359 5.946
N 1.748 -0.164 4.117
H -0.602 0.723 4.264
H 0.343 1.777 5.391
H -0.686 0.654 6.151
H 1.455 -0.400 6.144
H -0.457 -1.581 4.060
H -0.693 -1.919 5.633
H 2.445 -2.672 6.320
H 2.242 -4.268 5.716
H 1.111 -3.715 6.802
H 2.391 -0.941 4.158
H 1.453 -0.356 3.170
*
```

Its frontier orbital gap is 7.872 eV. For the energy relative to the best compared isomer or geometry (same formula, charge and spin), the calculation gives 97.31 kcal per mole.

# 2
Entry from the OMol25 dataset: a structure of composition C22H53IN2O7Si2 in a non-equilibrium geometry (ωB97M-V/def2-TZVPD).

ORCA input file:
```
! RIJCOSX wB97M-V def2-TZVPD def2/J DEFGRID3
* xyz 0 1
C 1.006 -0.232 4.527
C 1.842 0.598 5.088
Si 2.429 2.181 4.252
I 4.318 2.971 5.614
C 1.088 3.507 4.110
C -0.250 2.854 3.755
C -1.387 3.884 3.625
C -2.575 3.387 2.803
C -3.110 2.022 3.223
C -3.979 1.387 2.109
C -3.082 0.766 1.023
O -2.961 -0.652 1.170
C -1.871 -0.998 2.001
O 2.814 1.755 2.670
Si 4.290 2.200 2.039
O 5.392 0.988 2.315
H 0.946 -1.249 4.891
H 0.357 0.092 3.727
H 2.217 0.377 6.080
H 1.420 4.154 3.292
H 1.024 4.122 5.008
H -0.524 2.198 4.576
H -0.180 2.306 2.812
H -1.757 4.060 4.640
H -1.028 4.845 3.261
H -2.343 3.405 1.735
H -3.393 4.097 2.939
H -2.313 1.312 3.430
H -3.724 2.118 4.119
H -4.555 0.580 2.558
H -4.620 2.155 1.679
H -2.088 1.220 1.013
H -3.556 0.931 0.055
H -2.158 -0.920 3.055
H -1.594 -2.027 1.782
H -0.989 -0.377 1.817
H 4.111 2.263 0.572
H 4.755 3.528 2.452
H 6.091 1.042 1.643
C 4.520 -1.534 0.633
O 5.772 -1.164 0.078
C 6.897 -1.688 0.775
C 7.573 -2.798 -0.009
N 6.754 -4.004 -0.054
C 7.197 -5.004 -1.025
C 7.268 -4.616 -2.502
O 6.014 -4.399 -3.122
C 5.436 -3.127 -2.892
H 3.758 -0.892 0.191
H 4.266 -2.572 0.393
H 4.507 -1.391 1.715
H 6.629 -2.015 1.784
H 7.613 -0.866 0.875
H 8.529 -3.036 0.467
H 7.781 -2.404 -1.011
H 5.802 -3.748 -0.278
H 6.506 -5.846 -0.943
H 8.181 -5.372 -0.715
H 7.708 -5.466 -3.031
H 7.940 -3.769 -2.685
H 6.190 -2.340 -2.818
H 4.812 -3.140 -1.995
H 4.784 -2.902 -3.736
C -4.383 -1.136 -2.217
O -5.685 -1.414 -2.701
C -6.695 -0.555 -2.187
C -7.181 0.429 -3.235
N -6.169 1.432 -3.545
C -6.446 2.228 -4.742
C -6.600 1.512 -6.083
O -5.409 0.943 -6.595
C -5.053 -0.315 -6.048
H -3.745 -1.983 -2.468
H -3.963 -0.246 -2.700
H -4.371 -1.002 -1.133
H -6.363 -0.041 -1.280
H -7.536 -1.198 -1.912
H -8.077 0.933 -2.860
H -7.465 -0.156 -4.119
H -5.277 0.973 -3.673
H -5.619 2.936 -4.844
H -7.348 2.821 -4.558
H -6.894 2.270 -6.814
H -7.408 0.771 -6.076
H -5.929 -0.922 -5.809
H -4.425 -0.191 -5.162
H -4.459 -0.844 -6.794
*
```

Its frontier orbital gap is 9.167 eV.

# 3
Entry from the OMol25 dataset: an isolated molecule of C5H10O in a non-equilibrium geometry (ωB97M-V/def2-TZVPD).

ORCA input file:
```
! RIJCOSX wB97M-V def2-TZVPD def2/J DEFGRID3
* xyz 0 1
C 1.289 0.574 0.543
C 0.362 -0.405 -0.208
C 0.329 -1.714 0.643
C -1.081 0.203 -0.522
C -1.318 1.639 -1.032
O -0.551 2.570 -0.968
H 2.310 0.168 0.592
H 0.969 0.730 1.585
H 1.325 1.545 0.051
H 0.826 -0.660 -1.163
H -0.316 -2.504 0.243
H 1.343 -2.143 0.702
H 0.029 -1.543 1.690
H -1.739 -0.422 -1.159
H -1.447 0.140 0.496
H -2.328 1.823 -1.492
*
```

Its frontier orbital gap is 10.757 eV. As for the structure (SMILES): CC(C)CC=O. For the energy relative to the best compared isomer or geometry (same formula, charge and spin), the calculation gives 18.21 kcal per mole.

# 4
Entry from the OMol25 dataset: a structure of composition C16H17Cl3N3O2S5SeTi (ωB97M-V/def2-TZVPD).

ORCA input file:
```
! RIJCOSX wB97M-V def2-TZVPD def2/J DEFGRID3
* xyz -1 3
Ti -0.912 -0.637 -0.345
Cl 5.954 1.588 1.369
C 4.436 1.137 0.642
C 3.601 0.248 1.297
C 2.404 -0.089 0.701
Cl 1.281 -1.130 1.528
C 1.976 0.404 -0.551
O 0.851 0.065 -1.085
C 2.866 1.323 -1.150
Cl 2.383 2.048 -2.648
C 4.070 1.684 -0.576
H 3.869 -0.161 2.261
H 4.713 2.395 -1.075
C -1.056 4.129 1.853
C 0.075 3.587 0.984
C 0.586 4.680 0.051
C 1.230 3.082 1.858
N -0.468 2.543 0.099
N -1.005 1.396 0.747
H -0.699 4.974 2.444
H -1.425 3.374 2.552
H -1.884 4.468 1.228
H 1.056 5.479 0.628
H -0.237 5.102 -0.527
H 1.330 4.277 -0.642
H 1.582 3.881 2.514
H 2.069 2.754 1.240
H 0.934 2.250 2.504
H 0.236 2.216 -0.554
H -1.981 1.583 0.963
H -0.540 1.203 1.636
Se -2.895 -2.040 4.084
C -2.268 -1.595 2.479
N -1.856 -1.302 1.426
O -0.684 -3.605 -1.602
C -0.755 -2.561 -1.154
C -1.992 0.635 -5.281
S -0.705 1.181 -4.133
C -1.710 2.063 -2.995
C -2.568 1.514 -2.109
S -2.858 -0.184 -1.825
S -3.499 2.674 -1.187
C -2.790 4.124 -1.801
S -3.183 5.637 -1.270
S -1.631 3.806 -3.028
H -1.492 0.062 -6.062
H -2.501 1.487 -5.728
H -2.701 -0.005 -4.759
*
```

Its frontier orbital gap (spin up / spin down) is 6.520 / 7.578 eV. For the energy relative to the best compared isomer or geometry (same formula, charge and spin), the calculation gives 0.00 kcal per mole.

# 5
Entry from the OMol25 dataset: a structure of composition C20H37N7OPReSbSe4 (ωB97M-V/def2-TZVPD).

ORCA input file:
```
! RIJCOSX wB97M-V def2-TZVPD def2/J DEFGRID3
* xyz 0 2
Re -0.927 1.682 -1.716
Se -5.415 1.191 -4.729
Sb -4.103 0.537 -2.864
Se -1.586 0.160 -3.450
Se -3.109 2.610 -1.621
Se -4.746 -1.176 -1.324
C 1.840 3.844 -5.037
N 2.044 2.660 -4.203
C 3.029 1.749 -4.435
C 3.121 0.596 -3.734
C 2.137 0.352 -2.728
N 1.223 1.279 -2.482
C 1.122 2.380 -3.238
O 0.122 3.098 -3.022
N 2.095 -0.762 -1.997
H 2.752 4.041 -5.594
H 1.603 4.694 -4.402
H 1.011 3.679 -5.723
H 3.724 2.006 -5.221
H 3.906 -0.114 -3.938
H 2.706 -1.532 -2.206
H 1.321 -0.913 -1.355
N -0.776 0.683 -0.205
P -0.271 -0.219 0.978
N 0.071 -1.736 0.391
C -1.006 -2.413 -0.363
C -0.409 -3.355 -1.393
C 0.530 -4.354 -0.724
C 1.598 -3.631 0.092
C 0.978 -2.651 1.082
N 1.118 0.393 1.622
C 1.492 0.214 3.024
C 1.494 1.549 3.760
C 2.389 2.556 3.041
C 1.999 2.679 1.570
C 1.992 1.310 0.898
N -1.348 -0.319 2.207
C -2.105 0.896 2.545
C -3.520 0.814 1.991
C -4.227 -0.431 2.517
C -3.411 -1.683 2.205
C -1.981 -1.542 2.703
H -1.638 -1.664 -0.840
H -1.640 -2.989 0.324
H 0.124 -2.772 -2.152
H -1.224 -3.864 -1.910
H 0.996 -5.009 -1.462
H -0.053 -4.998 -0.055
H 2.273 -3.084 -0.577
H 2.215 -4.345 0.644
H 1.755 -2.066 1.575
H 0.448 -3.222 1.858
H 2.499 -0.227 3.060
H 0.808 -0.490 3.495
H 1.828 1.400 4.789
H 0.468 1.925 3.799
H 3.431 2.222 3.109
H 2.339 3.529 3.532
H 2.687 3.344 1.042
H 0.997 3.111 1.482
H 3.009 0.896 0.887
H 1.648 1.391 -0.131
H -1.578 1.766 2.148
H -2.125 0.985 3.639
H -3.470 0.778 0.899
H -4.071 1.718 2.263
H -5.214 -0.518 2.060
H -4.373 -0.343 3.601
H -3.406 -1.830 1.122
H -3.866 -2.568 2.659
H -1.378 -2.404 2.419
H -1.968 -1.491 3.800
*
```

Its frontier orbital gap (spin up / spin down) is 5.800 / 5.759 eV. For the energy relative to the best compared isomer or geometry (same formula, charge and spin), the calculation gives 6.93 kcal per mole.

# 6
Entry from the OMol25 dataset: a cluster of 7 separate species, C7H21N7O14 in total in a non-equilibrium geometry (ωB97M-V/def2-TZVPD).

ORCA input file:
```
! RIJCOSX wB97M-V def2-TZVPD def2/J DEFGRID3
* xyz -1 2
C -2.793 17.429 3.269
N -2.869 16.028 3.721
O -3.881 15.608 4.226
O -1.868 15.316 3.574
H -2.272 17.498 2.314
H -2.225 17.994 4.007
H -3.777 17.866 3.095
C 0.737 13.457 3.559
N 2.060 12.820 3.475
O 2.891 13.190 4.350
O 2.208 11.851 2.708
H 0.313 13.310 4.553
H 0.107 12.911 2.856
H 0.720 14.514 3.292
C -2.905 12.108 5.140
N -3.149 11.214 6.320
O -2.359 11.280 7.231
O -4.097 10.458 6.268
H -1.946 11.910 4.661
H -3.035 13.134 5.484
H -3.694 12.000 4.395
C 3.433 8.546 1.908
N 2.110 7.943 1.494
O 1.747 6.847 1.969
O 1.330 8.576 0.886
H 4.021 7.905 2.564
H 3.325 9.612 2.109
H 3.898 8.547 0.922
C 6.311 12.269 3.974
N 5.968 10.881 4.367
O 6.133 10.522 5.531
O 5.790 10.103 3.442
H 7.383 12.463 3.975
H 5.775 12.865 4.712
H 5.889 12.486 2.993
C 2.664 10.693 6.911
N 1.772 10.254 5.832
O 0.713 10.850 5.724
O 2.200 9.359 5.104
H 2.036 10.953 7.763
H 3.095 11.569 6.426
H 3.413 9.957 7.200
C 0.150 17.853 5.299
N 0.219 16.632 6.188
O -0.330 15.556 5.771
O 0.791 16.752 7.263
H -0.662 18.506 5.618
H 0.087 17.429 4.296
H 1.129 18.328 5.361
*
```

Its frontier orbital gap (spin up / spin down) is 2.797 / 6.317 eV. For the energy relative to the best compared isomer or geometry (same formula, charge and spin), the calculation gives 8.43 kcal per mole.

# 7
Entry from the OMol25 dataset: an isolated molecule of C8H10N2O in a non-equilibrium geometry (ωB97M-V/def2-TZVPD).

ORCA input file:
```
! RIJCOSX wB97M-V def2-TZVPD def2/J DEFGRID3
* xyz 0 1
O -3.295 -0.444 -0.068
C -2.065 -0.128 0.437
C -1.876 1.304 0.000
N -0.478 1.773 -0.160
C 0.536 0.981 -0.124
C 1.909 1.353 0.058
C 2.972 0.498 -0.013
C 2.751 -0.897 0.022
C 1.424 -1.294 0.024
N 0.392 -0.417 -0.044
C -0.961 -0.914 -0.284
H -3.434 -1.608 -0.176
H -1.925 -0.205 1.531
H -2.246 1.390 -0.965
H -2.404 1.973 0.553
H 2.196 2.396 0.195
H 3.926 0.970 0.109
H 3.638 -1.583 -0.069
H 1.184 -2.369 0.216
H -1.282 -0.880 -1.355
H -0.962 -1.898 0.111
*
```

Its frontier orbital gap is 7.893 eV. As for the structure (SMILES): O[C@@H]1CN=C2C=CC=CN2C1. For the energy relative to the best compared isomer or geometry (same formula, charge and spin), the calculation gives 64.60 kcal per mole.

# 8
Entry from the OMol25 dataset: an isolated molecule of C5H9N3 in a non-equilibrium geometry (ωB97M-V/def2-TZVPD).

ORCA input file:
```
! RIJCOSX wB97M-V def2-TZVPD def2/J DEFGRID3
* xyz 0 1
C -2.426 0.226 -0.267
C -0.908 -0.051 -0.401
N -0.339 -0.278 -1.705
C 0.023 0.950 0.581
N 1.372 1.101 0.390
C 1.912 -0.062 0.289
N 1.071 -1.195 0.542
C -0.200 -0.481 0.780
H -2.905 -0.737 -0.092
H -2.752 0.964 0.466
H -2.812 0.757 -1.139
H 0.302 -1.071 -1.762
H 0.111 0.549 -1.922
H -0.541 1.679 1.155
H 2.943 -0.119 0.109
H 1.382 -1.936 1.131
H -0.857 -0.976 1.570
*
```

Its frontier orbital gap is 9.100 eV. As for the structure (SMILES): C[C@@]1(N)[C@@H]2N=CN[C@@H]21. For the energy relative to the best compared isomer or geometry (same formula, charge and spin), the calculation gives 54.08 kcal per mole.

# 9
Entry from the OMol25 dataset: a cluster of 10 separate species, H20O10 in total in a non-equilibrium geometry (ωB97M-V/def2-TZVPD).

ORCA input file:
```
! RIJCOSX wB97M-V def2-TZVPD def2/J DEFGRID3
* xyz 0 1
O 0.327 -0.562 0.383
H -0.489 -0.173 0.011
H 0.225 -0.585 1.311
O -3.295 0.433 2.093
H -4.176 0.387 1.639
H -2.957 -0.453 1.972
O 1.676 3.523 -1.504
H 1.355 2.664 -1.272
H 1.681 4.050 -0.684
O 3.947 -1.958 -1.066
H 4.317 -1.555 -1.911
H 3.306 -2.553 -1.401
O -3.363 -2.786 0.599
H -3.737 -1.919 0.562
H -2.778 -2.905 -0.221
O 2.504 -0.838 2.730
H 3.116 -0.084 2.675
H 2.703 -0.979 3.728
O -1.152 -3.417 -2.212
H -1.128 -2.790 -1.426
H -0.771 -2.841 -2.908
O -4.688 0.491 -0.715
H -4.261 1.331 -0.692
H -4.240 0.063 -1.511
O -1.378 4.426 -0.178
H -1.174 3.713 -0.718
H -0.992 5.120 -0.721
O 5.382 0.179 0.234
H 4.426 -0.086 0.108
H 5.613 0.101 1.096
*
```

Its frontier orbital gap is 10.755 eV. As for the structure (SMILES): O.O.O.O.O.O.O.O.O.O. For the energy relative to the best compared isomer or geometry (same formula, charge and spin), the calculation gives 99.20 kcal per mole.

# 10
Entry from the OMol25 dataset: a cluster of 2 separate species, C4H8NS in total in a non-equilibrium geometry (ωB97M-V/def2-TZVPD).

ORCA input file:
```
! RIJCOSX wB97M-V def2-TZVPD def2/J DEFGRID3
* xyz 1 1
C -3.422 -1.068 -0.210
C -1.124 -0.056 0.085
C 3.034 -0.568 0.196
C 1.653 0.292 0.207
N -3.837 0.214 0.310
S 0.197 -0.888 -0.147
H 3.061 -1.019 1.153
H 3.187 -1.372 -0.574
H 3.966 0.088 0.003
H 1.805 1.155 -0.486
H 1.480 0.518 1.255
H -4.443 0.013 1.215
H -4.177 0.847 -0.388
H -3.021 0.751 0.661
*
```

Its frontier orbital gap (spin up / spin down) is 7.808 / 7.525 eV. For the energy relative to the best compared isomer or geometry (same formula, charge and spin), the calculation gives 205.75 kcal per mole.

# 11
Entry from the OMol25 dataset: a cluster of 2 separate species, C9H18Br2N4O3PS in total (ωB97M-V/def2-TZVPD).

ORCA input file:
```
! RIJCOSX wB97M-V def2-TZVPD def2/J DEFGRID3
* xyz 1 1
C -2.588 1.773 0.893
C -2.978 1.099 -0.381
O -3.640 1.576 -1.230
O -2.567 -0.246 -0.556
C -1.351 -0.641 -0.139
O -1.066 -0.903 0.991
C -0.335 -0.806 -1.248
P 1.234 -0.149 -0.715
C 2.416 -0.305 -2.035
C 3.827 0.268 -1.771
N 3.746 1.699 -1.472
N 4.452 -0.559 -0.734
N 4.549 0.039 -3.008
N 1.041 1.406 -0.187
C 0.596 2.240 -0.997
S 0.072 3.278 -1.985
H -3.520 2.128 1.332
H -2.002 2.655 0.641
H -2.091 1.136 1.615
H -0.635 -0.406 -2.214
H -0.190 -1.886 -1.363
H 1.674 -0.890 0.368
H 1.988 0.204 -2.904
H 2.508 -1.363 -2.280
H 3.649 1.895 -0.483
H 4.587 2.165 -1.789
H 4.480 -0.063 0.151
H 5.424 -0.715 -0.978
H 4.040 0.415 -3.797
H 5.460 0.483 -2.976
Br -4.872 -2.999 5.464
C -4.853 -2.013 3.793
C -3.463 -1.903 3.224
Br -2.382 -0.611 4.198
H -5.293 -1.043 3.996
H -5.494 -2.569 3.112
H -3.497 -1.544 2.198
H -2.928 -2.845 3.263
*
```

Its frontier orbital gap is 7.911 eV. For the energy relative to the best compared isomer or geometry (same formula, charge and spin), the calculation gives 0.00 kcal per mole.